Formula: C64H144O4P4S
Source: the OMol25 dataset
Level of theory: ωB97M-V/def2-TZVPD

Results
orbital gap: 9.07 eV
HOMO level: -11.97 eV
lowest unoccupied orbital energy: -2.90 eV
multiplicity: 1
energy relative to the best compared isomer or geometry (same formula, charge and spin): 0.0 kJ/mol
total charge: +2

Each atom is followed by the atoms it is bonded to, with distances in Å.
CARTESIAN COORDINATES (ANGSTROEM)
1 S -8.32820 22.51099 -6.63906  O2 1.443, O3 1.489, O4 1.480, O5 1.467
2 O -9.05663 21.39183 -7.18716  S1 1.443
3 O -9.27865 23.50931 -6.07619  S1 1.489
4 O -7.35702 22.12992 -5.58862  S1 1.480
5 O -7.56717 23.07018 -7.76185  S1 1.467
6 C -7.78042 16.61001 -8.01516  C7 1.507, H23 1.090, H24 1.090, H25 1.090
7 C -8.90954 17.60454 -8.10058  C6 1.507, C8 1.524, H26 1.090, H27 1.090
8 C -9.77405 17.93466 -6.89002  C7 1.524, C9 1.515, H28 1.090, H29 1.090
9 C -10.90894 18.85655 -7.28613  C8 1.515, P10 1.868, H30 1.090, H31 1.090
10 P -11.69506 19.77575 -5.86271  C9 1.868, C11 1.813, C15 1.771, C19 1.822
11 C -12.56132 21.23753 -6.49363  P10 1.813, C12 1.576, H32 1.090, H33 1.090
12 C -13.26715 20.85086 -7.84885  C11 1.576, C13 1.557, H34 1.090, H35 1.090
13 C -13.84411 22.03405 -8.68089  C12 1.557, C14 1.621, H36 1.090, H37 1.090
14 C -14.57382 21.54574 -10.04308  C13 1.621, H38 1.090, H39 1.090, H40 1.090
15 C -13.00634 18.66913 -5.42248  P10 1.771, C16 1.544, H41 1.090, H42 1.090
16 C -13.84729 18.99472 -4.16870  C15 1.544, C17 1.498, H43 1.090, H44 1.090
17 C -15.26781 18.51885 -4.14617  C16 1.498, C18 1.526, H45 1.090, H46 1.090
18 C -16.05033 19.05806 -2.95196  C17 1.526, H47 1.090, H48 1.090, H49 1.090
19 C -10.56329 20.05193 -4.46187  P10 1.822, C20 1.564, H50 1.090, H51 1.090
20 C -11.00879 21.16274 -3.45531  C19 1.564, C21 1.595, H52 1.090, H53 1.090
21 C -9.68271 21.77579 -2.81482  C20 1.595, C22 1.611, H54 1.090, H55 1.090
22 C -8.79099 20.74244 -1.95820  C21 1.611, H56 1.090, H57 1.090, H58 1.090
23 H -7.40956 16.91021 -7.03515  C6 1.090
24 H -7.04204 16.65285 -8.81583  C6 1.090
25 H -8.22012 15.64616 -7.75873  C6 1.090
26 H -9.60301 17.50006 -8.93501  C7 1.090
27 H -8.52359 18.58736 -8.37116  C7 1.090
28 H -9.11063 18.29598 -6.10426  C8 1.090
29 H -10.28864 17.07971 -6.45140  C8 1.090
30 H -11.63604 18.29671 -7.87435  C9 1.090
31 H -10.56162 19.67730 -7.91369  C9 1.090
32 H -11.85227 22.06027 -6.58550  C11 1.090
33 H -13.23616 21.52485 -5.68732  C11 1.090
34 H -14.01214 20.08711 -7.62576  C12 1.090
35 H -12.57614 20.40224 -8.56252  C12 1.090
36 H -12.97306 22.65851 -8.87946  C13 1.090
37 H -14.59576 22.49994 -8.04364  C13 1.090
38 H -14.11897 21.75777 -11.01068  C14 1.090
39 H -15.50273 22.11315 -10.10033  C14 1.090
40 H -14.84134 20.51404 -9.81478  C14 1.090
41 H -12.59766 17.74918 -5.00441  C15 1.090
42 H -13.67159 18.47410 -6.26362  C15 1.090
43 H -13.83299 20.08307 -4.11040  C16 1.090
44 H -13.37086 18.61026 -3.26686  C16 1.090
45 H -15.27322 17.43302 -4.05110  C17 1.090
46 H -15.79035 18.75222 -5.07386  C17 1.090
47 H -17.09507 19.32866 -3.10487  C18 1.090
48 H -15.63881 19.98196 -2.54557  C18 1.090
49 H -16.14733 18.31520 -2.16023  C18 1.090
50 H -9.56767 20.17904 -4.88693  C19 1.090
51 H -10.62170 19.23059 -3.74767  C19 1.090
52 H -11.80912 20.92493 -2.75459  C20 1.090
53 H -11.38203 21.92562 -4.13855  C20 1.090
54 H -10.00840 22.62990 -2.22108  C21 1.090
55 H -9.01799 22.08859 -3.62005  C21 1.090
56 H -8.12944 20.07430 -2.50961  C22 1.090
57 H -9.46192 20.16972 -1.31792  C22 1.090
58 H -8.08025 21.32143 -1.36852  C22 1.090
59 C -6.71589 18.80469 -12.22033  C60 1.422, H76 1.090, H77 1.090, H78 1.090
60 C -7.66951 18.85162 -11.16696  C59 1.422, C61 1.559, H79 1.090, H80 1.090
61 C -8.51368 20.16159 -11.13533  C60 1.559, C62 1.513, H81 1.090, H82 1.090
62 C -7.71290 21.37031 -10.70197  C61 1.513, P63 1.856, H83 1.090, H84 1.090
63 P -8.41390 23.06480 -10.99006  C62 1.856, C64 1.809, C68 1.826, C72 1.855
64 C -8.60644 23.07783 -12.78921  P63 1.809, C65 1.549, H85 1.090, H86 1.090
65 C -7.35393 22.69022 -13.61449  C64 1.549, C66 1.597, H87 1.090, H88 1.090
66 C -7.61593 22.74983 -15.18848  C65 1.597, C67 1.501, H89 1.090, H90 1.090
67 C -6.35827 22.19866 -15.79413  C66 1.501, H91 1.090, H92 1.090, H93 1.090
68 C -7.12954 24.31013 -10.62477  P63 1.826, C69 1.596, H94 1.090, H95 1.090
69 C -5.60931 23.83639 -10.72769  C68 1.596, C70 1.502, H96 1.090, H97 1.090
70 C -4.71443 24.90684 -11.28281  C69 1.502, C71 1.514, H98 1.090, H99 1.090
71 C -3.25128 24.51705 -11.25874  C70 1.514, H100 1.090, H101 1.090, H102 1.090
72 C -10.08472 23.22430 -10.19981  P63 1.855, C73 1.583, H103 1.090, H104 1.090
73 C -10.90242 24.57927 -10.20440  C72 1.583, C74 1.570, H105 1.090, H106 1.090
74 C -11.33439 24.95384 -11.66635  C73 1.570, C75 1.548, H107 1.090, H108 1.090
75 C -12.14468 23.92164 -12.48772  C74 1.548, H109 1.090, H110 1.090, H111 1.090
76 H -7.13877 19.05338 -13.19369  C59 1.090
77 H -6.24009 17.82414 -12.20466  C59 1.090
78 H -5.96166 19.57345 -12.05230  C59 1.090
79 H -7.29706 18.75332 -10.14729  C60 1.090
80 H -8.34889 17.99930 -11.15659  C60 1.090
81 H -9.31724 20.02244 -10.41213  C61 1.090
82 H -9.11056 20.19442 -12.04679  C61 1.090
83 H -6.73508 21.26295 -11.17151  C62 1.090
84 H -7.58967 21.42720 -9.62046  C62 1.090
85 H -8.80422 24.04482 -13.25172  C64 1.090
86 H -9.44346 22.41661 -13.01345  C64 1.090
87 H -6.79447 21.80567 -13.31009  C65 1.090
88 H -6.59945 23.43560 -13.36296  C65 1.090
89 H -7.98543 23.69789 -15.57932  C66 1.090
90 H -8.50995 22.17600 -15.43250  C66 1.090
91 H -5.58570 22.96691 -15.82644  C67 1.090
92 H -6.55493 22.01349 -16.85013  C67 1.090
93 H -5.95537 21.32197 -15.28698  C67 1.090
94 H -7.40353 24.60270 -9.61115  C68 1.090
95 H -7.29870 25.18154 -11.25732  C68 1.090
96 H -5.48941 22.95197 -11.35341  C69 1.090
97 H -5.32781 23.61158 -9.69894  C69 1.090
98 H -4.78829 25.89249 -10.82328  C70 1.090
99 H -4.80849 24.97756 -12.36643  C70 1.090
100 H -3.23679 23.47542 -11.57953  C71 1.090
101 H -2.78706 24.60686 -10.27663  C71 1.090
102 H -2.55260 25.05568 -11.89892  C71 1.090
103 H -9.90419 22.84191 -9.19517  C72 1.090
104 H -10.61956 22.40761 -10.68464  C72 1.090
105 H -10.30437 25.35787 -9.73090  C73 1.090
106 H -11.84396 24.56111 -9.65553  C73 1.090
107 H -10.37910 25.26048 -12.09235  C74 1.090
108 H -11.87023 25.90102 -11.72797  C74 1.090
109 H -12.24533 24.23562 -13.52666  C75 1.090
110 H -13.13538 23.81569 -12.04567  C75 1.090
111 H -11.59022 22.99598 -12.64204  C75 1.090
112 C -5.35678 25.64960 -1.95796  C113 1.501, H129 1.090, H130 1.090, H131 1.090
113 C -6.63645 25.09569 -2.51316  C112 1.501, C114 1.547, H132 1.090, H133 1.090
114 C -7.36471 26.13453 -3.39895  C113 1.547, C115 1.590, H134 1.090, H135 1.090
115 C -8.40070 25.52362 -4.43868  C114 1.590, P116 1.848, H136 1.090, H137 1.090
116 P -9.83749 26.46194 -5.12452  C115 1.848, C117 1.814, C121 1.899, C125 1.888
117 C -9.48149 26.70801 -6.88609  P116 1.814, C118 1.570, H138 1.090, H139 1.090
118 C -8.06226 27.22124 -7.31718  C117 1.570, C119 1.531, H140 1.090, H141 1.090
119 C -8.01509 27.58982 -8.80240  C118 1.531, C120 1.518, H142 1.090, H143 1.090
120 C -6.55227 27.50739 -9.19979  C119 1.518, H144 1.090, H145 1.090, H146 1.090
121 C -11.43715 25.47796 -4.84127  P116 1.899, C122 1.617, H147 1.090, H148 1.090
122 C -12.47049 25.56395 -6.08221  C121 1.617, C123 1.509, H149 1.090, H150 1.090
123 C -13.74348 24.77020 -5.91641  C122 1.509, C124 1.526, H151 1.090, H152 1.090
124 C -14.75258 25.52719 -5.05825  C123 1.526, H153 1.090, H154 1.090, H155 1.090
125 C -10.03400 28.06982 -4.15381  P116 1.888, C126 1.539, H156 1.090, H157 1.090
126 C -11.48513 28.57235 -4.25202  C125 1.539, C127 1.479, H158 1.090, H159 1.090
127 C -11.75647 29.73927 -3.38554  C126 1.479, C128 1.615, H160 1.090, H161 1.090
128 C -11.92497 29.36773 -1.82341  C127 1.615, H162 1.090, H163 1.090, H164 1.090
129 H -4.79592 26.31008 -2.61925  C112 1.090
130 H -4.64435 24.87169 -1.68338  C112 1.090
131 H -5.50804 26.21225 -1.03674  C112 1.090
132 H -7.29540 25.01111 -1.64903  C113 1.090
133 H -6.57541 24.14068 -3.03500  C113 1.090
134 H -6.62877 26.74445 -3.92286  C114 1.090
135 H -7.95489 26.81379 -2.78382  C114 1.090
136 H -8.88838 24.73247 -3.86916  C115 1.090
137 H -7.87100 25.02298 -5.24916  C115 1.090
138 H -10.14739 27.27105 -7.54006  C117 1.090
139 H -9.63745 25.71183 -7.30006  C117 1.090
140 H -7.38170 26.40752 -7.06657  C118 1.090
141 H -7.82482 28.05017 -6.65041  C118 1.090
142 H -8.25155 28.64561 -8.93465  C119 1.090
143 H -8.65470 26.98193 -9.44229  C119 1.090
144 H -6.10340 26.51418 -9.21258  C120 1.090
145 H -5.92421 28.06677 -8.50645  C120 1.090
146 H -6.34377 28.01852 -10.13966  C120 1.090
147 H -11.87176 25.75914 -3.88203  C121 1.090
148 H -11.16800 24.42191 -4.86174  C121 1.090
149 H -11.99128 25.10457 -6.94674  C122 1.090
150 H -12.69862 26.61385 -6.26601  C122 1.090
151 H -13.55895 23.79955 -5.45609  C123 1.090
152 H -14.27745 24.74064 -6.86621  C123 1.090
153 H -14.90057 26.54045 -5.43177  C124 1.090
154 H -14.37138 25.81812 -4.07939  C124 1.090
155 H -15.75900 25.11005 -5.02321  C124 1.090
156 H -9.33172 28.74166 -4.64731  C125 1.090
157 H -9.63657 28.01045 -3.14059  C125 1.090
158 H -12.21931 27.80702 -4.00035  C126 1.090
159 H -11.74840 28.86434 -5.26865  C126 1.090
160 H -12.75818 30.11626 -3.59181  C127 1.090
161 H -11.00081 30.50179 -3.57431  C127 1.090
162 H -12.83289 28.77509 -1.71142  C128 1.090
163 H -12.04837 30.28682 -1.25056  C128 1.090
164 H -10.99073 28.93674 -1.46350  C128 1.090
165 C -3.97477 18.57237 -9.82096  C166 1.516, H182 1.090, H183 1.090, H184 1.090
166 C -3.98685 18.28776 -8.33228  C165 1.516, C167 1.592, H185 1.090, H186 1.090
167 C -5.28276 18.91882 -7.65522  C166 1.592, C168 1.596, H187 1.090, H188 1.090
168 C -5.21137 20.51178 -7.59354  C167 1.596, P169 1.847, H189 1.090, H190 1.090
169 P -4.37071 21.41403 -6.21822  C168 1.847, C170 1.883, C174 1.863, C178 1.859
170 C -4.37640 23.29689 -6.21354  P169 1.883, C171 1.578, H191 1.090, H192 1.090
171 C -3.22277 24.16297 -5.57428  C170 1.578, C172 1.584, H193 1.090, H194 1.090
172 C -2.54297 25.36275 -6.35445  C171 1.584, C173 1.545, H195 1.090, H196 1.090
173 C -3.54409 26.47447 -6.73829  C172 1.545, H197 1.090, H198 1.090, H199 1.090
174 C -4.65885 20.76308 -4.49663  P169 1.863, C175 1.512, H200 1.090, H201 1.090
175 C -3.70887 21.50273 -3.58220  C174 1.512, C176 1.536, H202 1.090, H203 1.090
176 C -3.89114 21.05079 -2.12551  C175 1.536, C177 1.518, H204 1.090, H205 1.090
177 C -3.50964 19.63432 -1.73362  C176 1.518, H206 1.090, H207 1.090, H208 1.090
178 C -2.59664 21.03745 -6.62651  P169 1.859, C179 1.546, H209 1.090, H210 1.090
179 C -1.93901 21.65951 -7.88007  C178 1.546, C180 1.487, H211 1.090, H212 1.090
180 C -0.48157 21.88485 -7.68754  C179 1.487, C181 1.526, H213 1.090, H214 1.090
181 C 0.27751 22.49669 -8.86084  C180 1.526, H215 1.090, H216 1.090, H217 1.090
182 H -4.51512 17.76103 -10.30867  C165 1.090
183 H -2.96151 18.49134 -10.21447  C165 1.090
184 H -4.46347 19.46347 -10.21490  C165 1.090
185 H -3.06547 18.53318 -7.80414  C166 1.090
186 H -4.03814 17.20827 -8.19029  C166 1.090
187 H -5.37146 18.43659 -6.68173  C167 1.090
188 H -6.12268 18.64994 -8.29579  C167 1.090
189 H -6.20297 20.96438 -7.59454  C168 1.090
190 H -4.63534 20.86055 -8.45065  C168 1.090
191 H -5.35666 23.62597 -5.86871  C170 1.090
192 H -4.35757 23.33703 -7.30263  C170 1.090
193 H -2.33189 23.64886 -5.21354  C171 1.090
194 H -3.73779 24.55411 -4.69686  C171 1.090
195 H -2.04527 25.04841 -7.27183  C172 1.090
196 H -1.83836 25.72178 -5.60430  C172 1.090
197 H -4.06353 26.83168 -5.84908  C173 1.090
198 H -4.22724 26.19366 -7.53988  C173 1.090
199 H -3.03306 27.32686 -7.18592  C173 1.090
200 H -4.63363 19.67967 -4.37962  C174 1.090
201 H -5.65169 21.04543 -4.14641  C174 1.090
202 H -3.83070 22.57332 -3.74682  C175 1.090
203 H -2.64241 21.40798 -3.78662  C175 1.090
204 H -4.90774 21.30462 -1.82519  C176 1.090
205 H -3.21185 21.70164 -1.57499  C176 1.090
206 H -2.54499 19.28034 -2.09729  C177 1.090
207 H -4.26067 18.91717 -2.06486  C177 1.090
208 H -3.61074 19.36510 -0.68224  C177 1.090
209 H -2.57611 19.94781 -6.60772  C178 1.090
210 H -1.93464 21.38515 -5.83344  C178 1.090
211 H -2.45010 22.60497 -8.06166  C179 1.090
212 H -2.25429 21.02954 -8.71184  C179 1.090
213 H -0.07320 20.90902 -7.42469  C180 1.090
214 H -0.36074 22.52053 -6.81038  C180 1.090
215 H 0.52337 21.69803 -9.56071  C181 1.090
216 H 1.13125 23.05988 -8.48398  C181 1.090
217 H -0.41446 23.00119 -9.53520  C181 1.090

Mulliken population analysis, charges in e, atoms 1 to 4:
1 S -1.27
2 O -0.65
3 O 0.30
4 O 0.28